Entry 1:
{"formula": "C2H5O2S", "method": "wB97M-V/def2-TZVPD", "species": ["C", "S", "H", "H", "H", "O", "C", "O", "H", "H"], "xyz": [[1.97, 0.80, -0.20], [1.47, -0.66, 0.76], [1.73, 0.64, -1.27], [1.44, 1.72, 0.04], [3.06, 0.87, -0.26], [-3.14, -1.72, 0.39], [-2.43, -0.76, 0.06], [-1.53, -0.18, 0.72], [-2.65, -0.33, -0.95], [0.09, -0.39, 0.71]], "total_charge": -2, "multiplicity": 2, "orbital_gap_ev": [2.47, 7.90], "lumo_ev": [5.6578, 6.3032], "homo_ev": [3.2, -1.6]}

=====

Entry 2:
{"formula": "C2H5O2S2", "method": "wB97M-V/def2-TZVPD", "species": ["C", "S", "S", "H", "H", "H", "H", "O", "C", "O", "H"], "xyz": [[1.06, 0.27, 0.95], [2.09, -0.42, -0.33], [1.76, 0.43, -2.23], [1.78, 0.46, 1.76], [0.43, 0.97, 0.45], [0.31, -0.36, 1.33], [0.36, 0.32, -2.17], [-2.14, 0.61, 0.79], [-1.89, -0.41, 0.07], [-1.27, -1.50, 0.33], [-2.50, -0.38, -0.93]], "total_charge": -1, "orbital_gap_ev": 7.39, "lumo_ev": 3.0739, "homo_ev": -4.3}

=====

These records have relative energy (zero: lowest compared OMol25 entry of this formula, charge and spin) values of 0.0; 31.6 kcal/mol, in the order they appear.
These records have molecular weight values of 93.127; 125.194 g mol⁻¹, in the order they appear.